## w
{
  "formula": "C3H12N2O",
  "method": "ωB97M-V with the def2-TZVPD basis set",
  "e_lumo_ev": 0.646,
  "homo_lumo_gap_ev": 9.08,
  "multiplicity": 1,
  "symbols": ["N", "C", "C", "C", "N", "H", "H", "H", "H", "H", "H", "H", "H", "H", "H", "H", "H", "O"],
  "positions_angstrom": [[-0.609, 0.785, -0.651], [0.686, 0.684, 0.019], [1.332, 1.848, 0.544], [0.564, -0.655, 0.988], [1.892, -0.828, 1.866], [-0.494, 0.055, -1.362], [-1.487, 0.672, -0.161], [1.408, 0.497, -0.824], [2.363, 1.817, 0.946], [1.459, 2.677, -0.307], [0.765, 2.428, 1.281], [0.281, -1.590, 0.446], [-0.358, -0.628, 1.651], [1.811, -0.479, 2.875], [2.794, -0.757, 1.521], [-3.668, -2.839, -3.227], [-4.562, -1.676, -2.379], [-4.178, -2.011, -3.224]]
}

---

## x
{
  "formula": "C3H12N2O",
  "method": "ωB97M-V with the def2-TZVPD basis set",
  "e_lumo_ev": 0.513,
  "homo_lumo_gap_ev": 9.93,
  "multiplicity": 1,
  "symbols": ["C", "C", "N", "H", "H", "H", "H", "H", "H", "H", "H", "N", "C", "O", "H", "H", "H", "H"],
  "positions_angstrom": [[-1.874, -1.696, -3.013], [-1.330, -1.357, -4.175], [3.509, -1.183, 1.595], [-2.586, -1.178, -2.393], [0.215, 1.510, 3.498], [-1.387, -2.532, -2.509], [-1.836, -0.740, -4.902], [-0.348, -1.719, -4.432], [3.269, -1.045, 0.627], [3.804, -0.363, 2.105], [2.758, -1.554, 2.158], [-0.742, 1.037, 1.084], [-0.485, 2.207, 1.840], [-0.593, 1.995, 3.269], [-0.009, 0.457, 0.723], [-1.626, 0.599, 1.279], [0.503, 2.603, 1.613], [-1.243, 2.960, 1.632]]
}

---

Stability order, top to bottom: x, w

---

## w
{
  "formula": "C4H13N3S",
  "method": "ωB97M-V with the def2-TZVPD basis set",
  "e_lumo_ev": -3.489,
  "homo_lumo_gap_ev": 4.52,
  "multiplicity": 1,
  "symbols": ["C", "N", "C", "N", "H", "H", "H", "H", "H", "H", "H", "C", "C", "S", "N", "H", "H", "H", "H", "H", "H"],
  "positions_angstrom": [[-0.504, -0.162, -2.186], [-0.750, 0.882, -1.157], [0.384, 1.712, -1.104], [0.025, 2.833, -0.204], [-1.379, -0.822, -2.240], [0.393, -0.799, -1.983], [-0.383, 0.331, -3.221], [1.326, 1.257, -0.669], [0.559, 2.216, -2.128], [-0.890, 2.568, 0.157], [0.663, 3.158, 0.519], [-0.646, -1.235, 1.314], [0.700, -0.467, 1.617], [2.086, -1.034, 0.673], [-0.519, -2.701, 1.244], [-0.936, -0.871, 0.289], [-1.474, -0.987, 2.006], [0.915, -0.510, 2.707], [0.406, 0.575, 1.352], [-0.335, -3.010, 2.234], [0.358, -2.935, 0.779]]
}

---

## x
{
  "formula": "C4H13N3S",
  "method": "ωB97M-V with the def2-TZVPD basis set",
  "e_lumo_ev": 0.839,
  "homo_lumo_gap_ev": 9.16,
  "multiplicity": 1,
  "symbols": ["C", "C", "N", "N", "H", "H", "H", "H", "H", "H", "C", "C", "S", "N", "H", "H", "H", "H", "H", "H", "H"],
  "positions_angstrom": [[2.135, 1.207, -0.525], [2.057, 0.260, 0.453], [2.289, 0.546, 1.829], [1.803, 1.044, -1.891], [2.487, 2.199, -0.243], [1.841, -0.808, 0.253], [2.887, -0.189, 2.262], [1.449, 0.541, 2.339], [2.264, 1.731, -2.475], [0.802, 1.134, -2.015], [-2.078, -1.232, -0.467], [-1.468, 0.000, 0.184], [-1.417, 1.447, -0.944], [-2.098, -2.309, 0.560], [-3.091, -0.963, -0.856], [-1.468, -1.582, -1.306], [-2.044, 0.285, 1.078], [-0.478, -0.242, 0.534], [-0.698, 2.217, -0.107], [-2.827, -2.119, 1.232], [-2.345, -3.167, 0.106]]
}

---

Stability order, top to bottom: x, w

---

## w
{
  "formula": "C6H6",
  "method": "ωB97M-V with the def2-TZVPD basis set",
  "e_lumo_ev": 0.197,
  "homo_lumo_gap_ev": 8.71,
  "multiplicity": 1,
  "symbols": ["C", "C", "C", "C", "C", "C", "H", "H", "H", "H", "H", "H"],
  "positions_angstrom": [[0.399, 0.023, -2.518], [-0.137, -0.494, -1.422], [0.108, 0.016, -0.138], [-0.292, -0.576, 1.030], [-0.281, 0.219, 2.233], [-0.240, 0.927, 3.193], [0.225, -0.412, -3.494], [1.316, 0.841, -2.430], [-0.745, -1.404, -1.386], [0.599, 0.972, -0.087], [-0.844, -1.529, 0.931], [-0.108, 1.417, 4.087]]
}

---

## x
{
  "formula": "C6H6",
  "method": "ωB97M-V with the def2-TZVPD basis set",
  "e_lumo_ev": 1.168,
  "homo_lumo_gap_ev": 10.38,
  "multiplicity": 1,
  "symbols": ["C", "C", "C", "C", "C", "C", "H", "H", "H", "H", "H", "H"],
  "positions_angstrom": [[0.436, -1.268, 0.308], [0.745, -0.255, 1.202], [0.442, 1.020, 0.795], [-0.328, 1.315, -0.349], [-0.799, 0.283, -1.151], [-0.385, -0.989, -0.812], [0.625, -2.317, 0.480], [1.242, -0.586, 2.102], [0.804, 1.886, 1.329], [-0.630, 2.346, -0.454], [-1.488, 0.360, -1.979], [-0.664, -1.796, -1.473]]
}

---

Stability order, top to bottom: x, w

---

## w
{
  "formula": "C6H6",
  "method": "ωB97M-V with the def2-TZVPD basis set",
  "e_lumo_ev": 0.948,
  "homo_lumo_gap_ev": 10.98,
  "multiplicity": 1,
  "symbols": ["C", "C", "C", "C", "C", "C", "H", "H", "H", "H", "H", "H"],
  "positions_angstrom": [[3.018, 0.109, 0.384], [1.829, 0.007, 0.541], [0.378, -0.116, 0.724], [-0.374, -0.081, -0.621], [-1.834, -0.073, -0.501], [-3.025, 0.103, -0.492], [4.075, 0.201, 0.251], [0.021, 0.701, 1.361], [0.161, -1.048, 1.259], [-0.137, 0.847, -1.150], [-0.032, -0.903, -1.259], [-4.081, 0.251, -0.498]]
}

---

## x
{
  "formula": "C6H6",
  "method": "ωB97M-V with the def2-TZVPD basis set",
  "e_lumo_ev": 0.542,
  "homo_lumo_gap_ev": 9.42,
  "multiplicity": 1,
  "symbols": ["C", "C", "C", "C", "C", "C", "H", "H", "H", "H", "H", "H"],
  "positions_angstrom": [[0.983, -1.114, 0.892], [0.469, 0.319, 1.082], [0.354, 0.891, -0.251], [0.148, 0.987, -1.438], [-0.829, 0.902, -2.445], [-2.006, 0.795, -2.177], [1.292, -1.562, 1.838], [0.209, -1.742, 0.435], [1.832, -1.097, 0.203], [1.127, 0.921, 1.711], [-0.519, 0.310, 1.569], [-2.923, 0.795, -1.640]]
}

---

Stability order, top to bottom: w, x

---

## w
{
  "formula": "C5H14N2O",
  "method": "ωB97M-V with the def2-TZVPD basis set",
  "e_lumo_ev": 0.767,
  "homo_lumo_gap_ev": 9.32,
  "multiplicity": 1,
  "symbols": ["C", "C", "C", "C", "C", "H", "H", "H", "H", "H", "H", "H", "H", "H", "H", "N", "N", "O", "H", "H", "H", "H"],
  "positions_angstrom": [[0.943, -0.574, -1.622], [1.143, -1.666, 0.665], [1.457, 2.136, -0.263], [0.848, -0.405, -0.121], [1.097, 0.894, 0.505], [1.425, 0.885, 1.543], [0.551, 0.293, -2.149], [1.985, -0.710, -1.910], [2.154, -2.008, 0.446], [1.053, -1.485, 1.734], [0.374, -1.449, -1.931], [0.431, -2.445, 0.392], [1.473, 2.996, 0.401], [2.446, 2.037, -0.715], [0.739, 2.327, -1.062], [-2.902, -0.544, -0.037], [-3.504, 0.047, 1.099], [-0.320, 0.293, 0.348], [-1.805, -0.237, -0.145], [-2.825, -1.540, 0.167], [-2.833, 0.229, 1.841], [-3.930, 0.926, 0.816]]
}

---

## x
{
  "formula": "C5H14N2O",
  "method": "ωB97M-V with the def2-TZVPD basis set",
  "e_lumo_ev": 0.811,
  "homo_lumo_gap_ev": 9.57,
  "multiplicity": 1,
  "symbols": ["C", "N", "C", "N", "C", "C", "C", "O", "H", "H", "H", "H", "H", "H", "H", "H", "H", "H", "H", "H", "H", "H"],
  "positions_angstrom": [[-0.871, -0.285, 0.631], [-0.949, 0.706, 1.822], [-1.137, 2.085, 1.375], [-0.033, 2.735, 0.701], [0.575, -0.727, 0.316], [0.568, -1.693, -0.926], [1.845, -1.909, -1.690], [-0.244, -0.903, -1.842], [-1.280, -1.147, 1.204], [-1.469, -0.081, -0.260], [-0.065, 0.624, 2.322], [-2.052, 2.025, 0.789], [-1.304, 2.651, 2.320], [0.720, 2.057, 0.610], [-0.243, 2.957, -0.264], [1.026, -1.280, 1.168], [1.073, 0.163, -0.140], [0.202, -2.738, -0.923], [2.351, -0.958, -2.025], [2.681, -2.487, -1.283], [1.649, -2.440, -2.608], [-0.406, -1.408, -2.644]]
}

---

Stability order, top to bottom: x, w

---

## w
{
  "formula": "C5H14N2O",
  "method": "ωB97M-V with the def2-TZVPD basis set",
  "e_lumo_ev": 0.802,
  "homo_lumo_gap_ev": 9.33,
  "multiplicity": 1,
  "symbols": ["C", "N", "C", "O", "H", "H", "H", "H", "H", "H", "C", "C", "C", "N", "H", "H", "H", "H", "H", "H", "H", "H"],
  "positions_angstrom": [[-2.210, -0.261, -1.199], [-1.342, -0.558, -0.049], [-1.297, -1.931, 0.332], [-0.452, -2.729, -0.496], [-2.042, -0.792, -2.157], [-2.112, 0.800, -1.423], [-3.291, -0.455, -0.950], [-0.399, -0.223, -0.269], [-2.330, -2.397, 0.275], [-1.023, -1.950, 1.380], [0.750, 2.235, 0.120], [1.570, 1.005, 0.556], [1.567, 0.527, 1.817], [2.177, 0.328, -0.554], [0.321, 2.695, 1.010], [1.446, 2.922, -0.382], [0.000, 1.950, -0.610], [1.992, -0.473, 2.044], [1.027, 1.101, 2.575], [2.231, 0.871, -1.400], [0.459, -2.475, -0.378], [2.957, -0.189, -0.242]]
}

---

## x
{
  "formula": "C5H14N2O",
  "method": "ωB97M-V with the def2-TZVPD basis set",
  "e_lumo_ev": 0.957,
  "homo_lumo_gap_ev": 9.67,
  "multiplicity": 1,
  "symbols": ["N", "C", "C", "O", "C", "N", "C", "C", "H", "H", "H", "H", "H", "H", "H", "H", "H", "H", "H", "H", "H", "H"],
  "positions_angstrom": [[1.814, 1.261, 1.745], [1.233, 1.027, 0.417], [2.344, 0.233, -0.504], [2.258, 0.258, -1.884], [-0.090, 0.259, 0.477], [-0.644, -0.235, -0.776], [-1.669, -1.277, -0.653], [-2.866, -0.823, 0.121], [2.606, 1.822, 1.542], [1.970, 0.367, 2.328], [0.917, 2.047, -0.111], [3.243, 0.808, -0.401], [2.284, -0.714, -0.119], [1.317, -0.121, -2.082], [0.103, -0.540, 1.088], [-0.759, 0.962, 1.037], [-1.061, 0.512, -1.298], [-2.009, -1.421, -1.672], [-1.299, -2.230, -0.234], [-3.829, -1.191, -0.202], [-2.905, -1.224, 1.150], [-2.958, 0.219, 0.031]]
}

---

## y
{
  "formula": "C5H14N2O",
  "method": "ωB97M-V with the def2-TZVPD basis set",
  "e_lumo_ev": 0.905,
  "homo_lumo_gap_ev": 9.57,
  "multiplicity": 1,
  "symbols": ["C", "C", "C", "N", "H", "H", "H", "H", "H", "H", "H", "H", "H", "N", "C", "C", "O", "H", "H", "H", "H", "H"],
  "positions_angstrom": [[0.931, 0.751, 0.378], [-0.003, 1.594, 1.226], [1.978, 1.546, -0.385], [1.251, -0.443, 0.912], [0.009, 0.367, -0.706], [2.119, -0.804, 0.515], [0.276, -1.304, 0.276], [-0.692, 0.960, 1.785], [-0.611, 2.239, 0.589], [0.565, 2.194, 1.939], [2.685, 2.006, 0.311], [1.511, 2.345, -0.963], [2.544, 0.901, -1.061], [-1.739, -2.096, 0.326], [-0.944, -0.424, -1.228], [-0.640, -1.671, -0.533], [-2.112, 0.221, -0.893], [-2.477, -0.310, -0.155], [-2.306, -2.818, -0.103], [-1.411, -2.424, 1.226], [-0.755, -0.390, -2.301], [-0.179, -2.438, -1.158]]
}

---

Stability order, top to bottom: w, x, y